Entry 1:
# C15H46ClN8O11

A molecular structure, C15H46ClN8O11 at a distorted geometry (the ωB97M-V functional and the def2-TZVPD basis, the OMol25 dataset).

**Highest occupied orbital energy**: -0.2310 Eh
**Kohn-Sham gap**: 9.110 eV
**LUMO**: 0.1038 Ha
**Energy**: -63247.8540 eV

Structure (ORCA input):
```
! RIJCOSX wB97M-V def2-TZVPD def2/J DEFGRID3
* xyz -1 1
Cl 0.11 1.23 1.28
O 0.20 0.61 2.54
O 0.66 0.51 0.22
O -1.22 1.58 1.03
O 0.80 2.48 1.46
C 2.61 2.30 4.03
C 3.33 3.22 2.99
O 2.78 3.17 1.68
H 1.74 2.74 4.53
H 3.35 1.89 4.72
H 2.15 1.46 3.52
H 4.39 2.99 2.99
H 3.17 4.28 3.23
H 1.83 3.06 1.77
C 1.52 -0.58 6.01
C 0.22 -0.58 5.28
O 0.49 -1.06 4.06
H 2.17 0.03 5.39
H 2.09 -1.47 6.28
H 1.36 -0.26 7.05
H -0.07 0.47 5.19
H -0.71 -0.92 5.73
H 0.20 -0.48 3.35
C -1.08 0.68 -2.23
O -1.62 0.63 -3.25
N -0.20 -0.21 -1.75
N -1.34 1.73 -1.49
H 0.29 -0.03 -0.89
H -0.38 -1.13 -2.11
H -1.91 2.43 -1.95
H -0.84 1.85 -0.62
C -2.45 -1.17 1.03
O -3.23 -2.08 1.15
N -1.29 -1.18 1.73
N -2.49 -0.23 0.11
H -1.17 -1.95 2.38
H -0.54 -0.50 1.77
H -1.85 0.55 0.18
H -3.14 -0.40 -0.64
C -3.99 1.85 1.15
O -3.94 2.51 2.17
N -3.21 2.10 0.16
N -4.79 0.88 0.92
H -2.30 2.53 0.29
H -3.31 1.35 -0.51
H -4.83 0.60 -0.05
H -5.50 0.57 1.57
C 3.36 0.10 -4.90
C 2.06 0.94 -4.88
C 1.36 0.93 -3.47
O 2.30 1.66 -2.65
C 2.10 1.37 -1.29
N 2.46 2.28 -5.16
H 3.17 -0.97 -4.83
H 4.10 0.49 -4.20
H 3.69 0.24 -5.93
H 1.31 0.72 -5.64
H 1.31 -0.11 -3.15
H 0.33 1.26 -3.39
H 2.54 2.11 -0.62
H 2.66 0.55 -0.84
H 1.09 1.56 -0.94
H 3.14 2.31 -5.90
H 3.02 2.51 -4.36
C -2.12 -3.43 -2.88
C -1.49 -4.05 -1.68
C -0.91 -3.16 -0.58
O 0.20 -2.42 -1.21
C 0.79 -1.67 -0.14
N -2.36 -5.04 -1.13
H -2.58 -2.47 -2.66
H -2.87 -4.10 -3.29
H -1.35 -3.40 -3.66
H -0.68 -4.61 -2.16
H -0.65 -3.79 0.26
H -1.74 -2.51 -0.28
H 1.76 -1.26 -0.44
H 0.91 -2.16 0.83
H 0.09 -0.84 -0.05
H -2.05 -5.68 -0.42
H -2.98 -5.43 -1.83
*
```

Entry 2:
# C15H46F6O8P

9 unconnected molecules or ions with the total composition C15H46F6O8P at a distorted geometry (the ωB97M-V functional and the def2-TZVPD basis, the OMol25 dataset).

**Highest occupied orbital energy**: -0.2732 Eh
**Kohn-Sham gap**: 10.180 eV
**LUMO**: 0.1009 Ha
**Energy**: -58282.5935 eV

Structure (ORCA input):
```
! RIJCOSX wB97M-V def2-TZVPD def2/J DEFGRID3
* xyz -1 1
P 0.46 0.41 -0.09
F 0.47 0.02 -1.73
F -0.84 -0.60 0.03
F 1.45 -0.84 0.27
F 0.27 0.93 1.47
F 1.64 1.50 -0.28
F -0.47 1.68 -0.44
C -3.15 -5.28 0.39
C -2.23 -4.08 0.40
C -1.09 -4.27 -0.52
O -3.00 -2.97 -0.09
H -3.87 -5.10 1.19
H -2.64 -6.23 0.55
H -3.69 -5.34 -0.56
H -1.95 -3.87 1.43
H -0.67 -5.28 -0.49
H -0.23 -3.61 -0.48
H -1.48 -4.20 -1.54
H -2.45 -2.18 -0.17
C -1.73 0.88 4.86
C -2.41 -0.03 3.79
C -2.61 -1.51 4.28
O -3.71 0.48 3.50
H -0.69 0.57 5.00
H -2.21 0.70 5.82
H -1.83 1.93 4.62
H -1.80 0.08 2.90
H -1.61 -1.93 4.20
H -3.31 -2.09 3.67
H -3.06 -1.56 5.27
H -3.97 0.03 2.69
C 4.24 -2.29 -1.18
C 3.75 -3.51 -0.38
C 4.95 -4.42 0.10
O 2.89 -2.96 0.59
H 4.88 -1.66 -0.56
H 3.39 -1.64 -1.41
H 4.73 -2.70 -2.07
H 2.99 -4.03 -0.97
H 5.71 -3.88 0.66
H 5.44 -4.67 -0.84
H 4.64 -5.32 0.63
H 2.57 -2.16 0.17
C -0.76 4.55 1.40
C -1.61 4.37 0.19
C -2.81 5.36 0.07
O -0.80 4.60 -0.89
H -0.47 5.59 1.50
H 0.19 4.00 1.35
H -1.23 4.19 2.31
H -2.05 3.38 0.32
H -2.54 6.32 -0.36
H -3.31 5.55 1.02
H -3.60 4.81 -0.45
H -0.08 3.98 -0.76
C 1.06 2.44 -4.06
C 2.59 2.68 -3.78
C 3.59 1.54 -4.05
O 2.94 3.78 -4.59
H 0.45 2.98 -3.34
H 0.81 1.38 -3.94
H 0.84 2.81 -5.06
H 2.71 3.06 -2.77
H 3.30 0.94 -4.91
H 3.33 0.89 -3.22
H 4.57 1.98 -3.90
H 2.82 3.44 -5.48
O 3.12 1.47 2.16
H 2.22 1.54 2.48
H 3.06 1.68 1.23
O -2.24 0.39 -2.49
H -1.55 1.02 -2.69
H -1.79 -0.44 -2.34
O -3.79 0.27 0.37
H -3.85 0.09 -0.57
H -2.85 0.37 0.53
*
```

Entry 3:
# C15H46NO11Sr

A molecular structure, C15H46NO11Sr at a distorted geometry (the ωB97M-V functional and the def2-TZVPD basis, the OMol25 dataset).

**Highest occupied orbital energy**: -0.3769 Eh
**Kohn-Sham gap**: 4.527 eV
**LUMO**: -0.2106 Ha
**Energy**: -41140.8537 eV

Structure (ORCA input):
```
! RIJCOSX wB97M-V def2-TZVPD def2/J DEFGRID3
* xyz 1 1
Sr -4.38 3.56 -1.29
C -0.46 1.26 -1.61
C -1.76 2.00 -1.52
O -2.19 2.48 -2.52
O -2.36 2.18 -0.44
H -0.53 0.35 -1.00
H 0.34 1.84 -1.14
H -0.18 1.02 -2.64
C -3.36 -1.77 -2.90
O -3.03 -0.63 -3.64
H -2.55 -1.98 -2.19
H -4.22 -1.68 -2.24
H -3.48 -2.63 -3.56
H -3.05 0.10 -3.01
C 0.39 4.02 0.94
O 1.11 4.89 1.81
H 0.05 3.08 1.38
H -0.54 4.36 0.49
H 1.11 3.74 0.17
H 0.73 5.04 2.67
C 3.63 1.01 -3.55
O 2.81 1.39 -2.53
H 4.20 0.12 -3.26
H 3.02 0.76 -4.42
H 4.15 1.94 -3.77
H 2.13 1.94 -2.92
C 3.46 -1.20 -0.40
O 2.75 0.00 -0.23
H 3.19 -1.76 -1.29
H 4.39 -0.69 -0.65
H 3.72 -1.81 0.46
H 2.73 0.46 -1.08
O 1.04 3.46 -3.95
H 0.36 2.92 -4.35
H 0.56 4.15 -3.49
O -0.93 1.63 -5.35
H -1.21 1.03 -6.04
H -1.38 1.32 -4.57
O -2.36 1.09 2.23
H -2.29 1.47 1.35
H -1.56 0.58 2.33
O -3.41 4.48 -4.48
H -3.09 3.63 -4.17
H -2.63 5.03 -4.52
C 0.64 -0.04 4.46
C 0.75 -1.36 3.58
C 0.23 -2.51 4.52
C 0.02 -3.86 3.74
C -1.06 -3.61 2.64
C -0.60 -2.49 1.70
N -0.12 -1.27 2.41
O 0.29 -0.26 1.56
C 0.41 -3.19 0.72
C -1.94 -2.09 0.97
C 2.23 -1.57 3.27
H -0.41 0.19 4.60
H 1.04 -0.20 5.46
H 1.15 0.79 3.98
H 1.05 -2.64 5.23
H -0.72 -2.25 4.98
H 1.00 -4.18 3.39
H -0.29 -4.60 4.47
H -2.05 -3.44 3.05
H -1.21 -4.45 1.95
H 1.26 -3.46 1.35
H 0.79 -2.41 0.05
H 0.15 -3.99 0.03
H -1.68 -1.17 0.45
H -2.80 -2.01 1.64
H -2.10 -2.78 0.14
H 2.50 -2.47 2.73
H 2.48 -0.79 2.54
H 2.92 -1.51 4.11
H 1.13 -0.55 1.18
*
```